(1)
DFT (the ωB97M-V functional and the def2-TZVPD basis) results for one molecule with the formula C3H12Si4 in a non-equilibrium geometry.

The structure (SMILES) is C/C=C/[SiH2][SiH2][SiH]=[SiH2]. Its HOMO-LUMO gap is 6.80 eV. For the relative energy (zero: lowest compared OMol25 entry of this formula, charge and spin), the calculation gives 0.761 eV. The calculation puts the highest occupied orbital energy at -7.467 eV. As for the charge: 0. The value obtained for the LUMO energy is -0.02444 Eh.

Last column: Mulliken charge in e.
CARTESIAN COORDINATES (ANGSTROEM)
1 C -2.28 -2.11 1.47  -1.126
2 C -1.16 -2.20 0.51  -0.088
3 C -0.28 -1.26 0.32  -0.057
4 Si 1.15 -1.52 -0.89  0.275
5 Si 1.49 0.55 -1.78  0.305
6 Si 1.13 2.17 -0.16  -0.021
7 Si 0.34 4.23 -0.23  0.266
8 H -2.37 -1.20 2.07  0.323
9 H -2.27 -2.89 2.34  0.257
10 H -3.29 -2.26 0.96  0.265
11 H -1.23 -3.07 -0.06  0.328
12 H -0.36 -0.19 0.60  0.014
13 H 2.40 -2.22 -0.41  -0.100
14 H 0.50 -2.51 -1.92  -0.126
15 H 2.68 1.13 -2.35  -0.145
16 H 0.49 0.87 -2.80  -0.119
17 H 2.29 1.96 0.87  -0.065
18 H -1.09 4.25 -0.57  -0.086
19 H 0.50 5.65 0.32  -0.100



(2)
DFT (the ωB97M-V functional and the def2-TZVPD basis) results for one molecule with the formula C19H16F6N2O3.

The structure (SMILES) is Cc1ccc(/C=N\NC(=O)c2cc(OCC(F)(F)F)ccc2OCC(F)(F)F)cc1. Its HOMO-LUMO gap is 8.89 eV. For the relative energy (zero: lowest compared OMol25 entry of this formula, charge and spin), the calculation gives 0.116 eV. The calculation puts the highest occupied orbital energy at -8.440 eV. As for the charge: 0. The value obtained for the LUMO energy is 0.01666 Eh.

Last column: Mulliken charge in e.
CARTESIAN COORDINATES (ANGSTROEM)
1 C -4.82 -3.46 0.79  -1.487
2 C -4.46 -2.04 0.47  0.976
3 C -5.12 -1.37 -0.56  -0.632
4 C -4.79 -0.07 -0.88  -0.687
5 C -3.76 0.59 -0.21  0.356
6 C -3.45 1.97 -0.57  -0.395
7 N -2.36 2.63 -0.55  -1.113
8 N -1.15 2.07 -0.26  0.426
9 C -0.68 0.88 -0.72  0.443
10 O -1.35 0.07 -1.33  -0.589
11 C 0.75 0.60 -0.36  0.605
12 C 1.04 -0.72 -0.03  -0.741
13 C 2.33 -1.12 0.31  0.726
14 O 2.45 -2.45 0.65  -0.441
15 C 3.69 -2.99 0.96  -0.746
16 C 4.50 -3.40 -0.28  0.955
17 F 3.83 -4.26 -1.05  -0.266
18 F 5.64 -4.00 0.09  -0.288
19 F 4.85 -2.37 -1.05  -0.247
20 C 3.34 -0.18 0.30  -1.016
21 C 3.07 1.13 -0.05  -0.987
22 C 1.79 1.54 -0.37  0.976
23 O 1.45 2.83 -0.75  -0.474
24 C 2.44 3.77 -1.04  -0.924
25 C 2.82 4.61 0.19  0.993
26 F 1.75 5.05 0.84  -0.270
27 F 3.57 3.94 1.08  -0.259
28 F 3.54 5.68 -0.18  -0.287
29 C -3.11 -0.07 0.83  -0.115
30 C -3.47 -1.37 1.17  -0.695
31 H -4.43 -3.74 1.77  0.347
32 H -5.90 -3.59 0.79  0.391
33 H -4.39 -4.13 0.05  0.292
34 H -5.90 -1.88 -1.11  0.389
35 H -5.31 0.44 -1.68  0.405
36 H -4.29 2.56 -0.91  0.426
37 H -0.47 2.78 -0.02  0.295
38 H 0.24 -1.45 -0.05  0.538
39 H 4.31 -2.32 1.57  0.390
40 H 3.49 -3.91 1.52  0.344
41 H 4.36 -0.44 0.54  0.320
42 H 3.90 1.83 -0.04  0.349
43 H 1.99 4.47 -1.76  0.412
44 H 3.34 3.34 -1.48  0.413
45 H -2.35 0.43 1.40  0.549
46 H -2.95 -1.87 1.98  0.343



(3)
DFT (the ωB97M-V functional and the def2-TZVPD basis) results for C30H28F6N5O3RuS4 as an isolated structure.

The multiplicity is 6. Its HOMO-LUMO gap (spin up / spin down) is 3.11 / 5.60 eV. For the relative energy (zero: lowest compared OMol25 entry of this formula, charge and spin), the calculation gives 0.000 eV. The calculation puts the highest occupied orbital energy (spin up / spin down) at -4.283 / -6.823 eV. As for the charge: 0. The value obtained for the LUMO energy (spin up / spin down) is -0.04321 / -0.04485 Eh.

Last column: Löwdin spin population.
CARTESIAN COORDINATES (ANGSTROEM)
1 Ru 0.17 0.21 0.13  2.382
2 F -0.70 -2.94 -6.36  0.004
3 C -0.24 -2.18 -5.37  0.013
4 C -1.10 -1.60 -4.46  -0.002
5 F -2.42 -1.78 -4.59  -0.002
6 C -0.60 -0.81 -3.44  0.015
7 F -1.51 -0.23 -2.64  0.008
8 C 0.76 -0.56 -3.26  0.030
9 S 1.43 0.46 -2.01  0.198
10 C 1.59 -1.16 -4.21  0.018
11 F 2.92 -0.98 -4.13  0.006
12 C 1.12 -1.95 -5.24  -0.001
13 F 1.97 -2.51 -6.11  -0.001
14 C 2.60 -2.51 3.13  0.007
15 C 1.69 -1.46 2.53  0.150
16 S 1.82 -1.30 0.85  0.267
17 C 0.84 -0.70 3.33  0.168
18 C 0.76 -0.96 4.81  0.018
19 S -0.15 0.53 2.73  0.415
20 H 3.24 -2.94 2.36  0.001
21 H 2.01 -3.32 3.57  0.004
22 H 3.24 -2.09 3.90  0.003
23 H 1.58 -1.56 5.19  0.001
24 H -0.18 -1.48 5.04  0.005
25 H 0.74 -0.01 5.35  0.005
26 C -0.14 8.02 0.52  0.002
27 C -0.62 7.06 1.60  0.002
28 N -0.11 5.71 1.42  0.030
29 C -0.91 4.79 0.82  0.082
30 C -0.52 3.53 0.51  0.004
31 C -1.60 2.69 -0.12  0.002
32 O -2.68 3.18 -0.41  0.015
33 O -1.38 1.42 -0.31  0.032
34 C 0.84 3.13 0.79  0.140
35 O 1.36 1.99 0.49  0.181
36 C 1.66 4.09 1.44  0.065
37 C 3.00 3.74 1.79  0.182
38 C 3.81 4.67 2.40  0.024
39 F 5.09 4.32 2.69  -0.009
40 C 3.38 5.95 2.71  0.175
41 C 2.04 6.30 2.38  0.101
42 C 1.20 5.39 1.75  0.016
43 N 4.17 6.95 3.37  0.028
44 C 4.53 8.11 2.57  0.013
45 C 4.50 9.33 3.51  0.003
46 N 4.65 8.79 4.90  0.006
47 C 5.77 7.80 4.95  0.003
48 C 5.28 6.54 4.20  0.006
49 H -0.53 9.02 0.69  0.000
50 H -0.47 7.68 -0.46  0.001
51 H 0.95 8.07 0.50  0.002
52 H -1.71 7.00 1.58  0.001
53 H -0.35 7.41 2.59  0.003
54 H -1.93 5.10 0.60  0.006
55 H 3.37 2.75 1.56  0.014
56 H 1.69 7.29 2.66  0.012
57 H 3.80 8.24 1.77  0.001
58 H 5.52 8.00 2.11  0.002
59 H 3.54 9.85 3.48  0.001
60 H 5.31 10.04 3.33  0.000
61 H 3.79 8.25 5.07  0.003
62 H 4.75 9.53 5.59  0.001
63 H 6.04 7.60 5.98  0.000
64 H 6.62 8.27 4.45  0.001
65 H 4.92 5.79 4.90  0.001
66 H 6.12 6.11 3.65  0.001
67 S -1.27 -1.79 0.35  0.070
68 C -2.86 -1.23 0.63  0.028
69 N -3.36 -0.20 -0.10  0.013
70 C -4.53 0.39 0.17  0.001
71 C -5.33 -0.14 1.13  0.011
72 C -4.83 -1.27 1.80  0.002
73 N -3.64 -1.79 1.57  0.012
74 H -2.71 0.29 -0.72  0.000
75 H -4.75 1.29 -0.40  0.000
76 H -6.29 0.29 1.38  0.001
77 H -5.42 -1.75 2.57  0.000



(4)
DFT (the ωB97M-V functional and the def2-TZVPD basis) results for C23H28Cl5I2N4Pb as an isolated structure in a non-equilibrium geometry.

Its HOMO-LUMO gap is 6.18 eV. For the relative energy (zero: lowest compared OMol25 entry of this formula, charge and spin), the calculation gives 2.925 eV. The calculation puts the highest occupied orbital energy at -10.897 eV. As for the charge: +1. The value obtained for the LUMO energy is -0.17334 Eh.

Last column: Mulliken charge in e.
CARTESIAN COORDINATES (ANGSTROEM)
1 Pb 1.25 -0.31 0.94  1.100
2 C -4.53 -0.76 -1.44  -1.497
3 C -4.11 -1.83 -0.43  1.038
4 C -3.91 -1.23 0.99  -1.416
5 C -2.90 -2.64 -0.93  -0.030
6 C -2.83 -3.14 -2.22  -0.634
7 C -1.73 -3.88 -2.67  -0.962
8 C -0.66 -4.20 -1.79  0.852
9 C 0.59 -4.90 -2.22  -1.061
10 C -0.82 -3.85 -0.46  -0.727
11 C -1.88 -3.06 -0.05  -0.197
12 H -5.30 -1.11 -2.15  0.333
13 H -3.64 -0.34 -2.01  0.329
14 H -4.89 0.16 -0.99  0.431
15 H -4.92 -2.61 -0.31  0.301
16 H -2.96 -0.67 1.18  0.075
17 H -3.81 -2.11 1.63  0.445
18 H -4.86 -0.71 1.31  0.444
19 H -3.52 -2.79 -2.94  0.373
20 H -1.72 -4.29 -3.64  0.432
21 H 0.47 -5.37 -3.23  0.354
22 H 0.85 -5.74 -1.51  0.312
23 H 1.46 -4.15 -2.20  0.099
24 H -0.12 -4.18 0.30  0.390
25 H -1.99 -2.77 0.97  0.349
26 I -0.68 -1.24 3.76  0.145
27 C 1.21 -0.47 4.69  -0.972
28 I 3.03 -0.06 3.45  0.068
29 H 1.50 -1.25 5.33  0.527
30 H 0.89 0.51 5.12  0.456
31 Cl 2.20 0.26 -2.25  -0.182
32 C 3.40 -0.68 -1.41  0.655
33 C 2.91 -1.41 -0.35  -0.938
34 C 3.68 -2.45 0.12  0.279
35 Cl 3.02 -3.64 1.15  -0.153
36 C 5.05 -2.50 -0.24  0.014
37 Cl 6.02 -3.73 0.49  -0.164
38 C 5.63 -1.48 -1.05  0.323
39 Cl 7.31 -1.26 -1.13  -0.137
40 C 4.77 -0.69 -1.83  -0.040
41 Cl 5.37 0.20 -3.14  -0.150
42 C -0.49 2.61 1.42  -0.879
43 N -1.29 3.92 1.22  0.112
44 C -0.40 4.99 1.75  -0.669
45 N 0.94 4.98 1.01  -0.030
46 C 1.59 3.67 1.21  -0.802
47 N 0.76 2.54 0.69  0.439
48 C 0.47 2.83 -0.74  -0.816
49 N -0.22 4.19 -0.97  0.053
50 C -1.51 4.16 -0.20  -0.698
51 C 0.63 5.24 -0.41  -0.706
52 H -1.13 1.78 1.08  0.392
53 H -0.23 2.44 2.48  0.306
54 H -0.26 4.93 2.80  0.300
55 H -0.81 6.01 1.50  0.349
56 H 1.68 3.48 2.29  0.390
57 H 2.59 3.70 0.67  0.296
58 H -0.16 2.08 -1.15  0.328
59 H 1.41 2.80 -1.31  0.343
60 H -2.22 3.42 -0.57  0.281
61 H -1.93 5.11 -0.31  0.454
62 H 0.18 6.28 -0.37  0.334
63 H 1.57 5.23 -0.96  0.359